57
Properties=species:S:1:pos:R:3 method="wB97M-V/def2-TZVPD" smiles="COc1ccccc1N(CC(=O)NCc1ccccc1C)S(=O)(=O)c1ccc(C)cc1" largest_force_ev_per_a=0.84 homo_lumo_gap_ev=9.15 multiplicity=1 lumo_ev=0.7 homo_ev=-8.486 e_tot_ha=-1738.814003 relative_energy_ev=1.0855
S 0.59749 -0.33841 0.85019
O -1.53387 -2.09283 0.53485
O 0.68776 -1.25286 1.94966
O 0.02559 1.40506 -2.82636
O -0.49536 0.58631 0.80725
N -1.43440 0.00129 -1.80990
N 0.70675 -1.24931 -0.56004
C -3.05945 2.92342 1.17443
C 0.92084 -0.56810 -1.80713
C -2.63269 2.56026 -0.09628
C 2.11892 0.58884 0.72930
C 0.50371 -2.63104 -0.47362
C -0.21149 0.40307 -2.17748
C 3.31448 -0.06019 0.97032
C -3.92904 0.54365 0.11613
C 5.78268 2.73729 0.34200
C -1.74328 3.48384 -0.87157
C 3.28006 2.61092 0.22834
C -0.64395 -3.07257 0.20537
C 4.49734 1.97933 0.46457
C -3.90367 2.11516 1.91244
C -2.35851 -2.28699 1.66408
C -4.34700 0.91873 1.37957
C -3.07851 1.34941 -0.62796
C -2.60932 0.84292 -1.96825
C 2.08882 1.91922 0.35936
C -0.82069 -4.42692 0.43996
C 4.50119 0.63847 0.83968
C 0.10287 -5.33781 -0.04945
C 1.41182 -3.55265 -0.96852
C 1.20192 -4.90760 -0.76912
H -3.16949 -2.99075 1.44713
H 6.59969 2.07656 0.06321
H -3.39641 0.23972 -2.43452
H 5.44132 0.14081 1.02762
H -2.76973 -1.30447 1.89008
H 1.13414 2.38759 0.18141
H -0.92013 2.94849 -1.33656
H -0.04662 -6.39150 0.13105
H 0.99935 -1.30969 -2.60757
H -2.71659 3.85740 1.59731
H -1.76979 -2.64018 2.51306
H -5.01186 0.28110 1.94522
H 3.29385 -1.09831 1.26306
H -1.68274 -4.77690 0.98609
H -4.21433 2.41828 2.90191
H 5.69707 3.52946 -0.39741
H 6.03237 3.19580 1.29913
H -1.33795 4.25463 -0.22030
H 3.26649 3.65021 -0.06433
H 1.85341 0.00903 -1.78430
H 1.91118 -5.62263 -1.15694
H -2.33419 1.65481 -2.64246
H 2.28706 -3.20237 -1.49509
H -4.26805 -0.39345 -0.30465
H -1.50712 -0.71709 -1.10003
H -2.31192 3.97352 -1.66396

240
Properties=species:S:1:pos:R:3 method="wB97M-V/def2-TZVPD" largest_force_ev_per_a=2.55 homo_lumo_gap_ev=9.63 multiplicity=1 lumo_ev=0.5 homo_ev=-9.102 e_tot_ha=-4036.382386 relative_energy_ev=0.0000
O -24.08367 2.10839 18.45987
O -21.43681 2.79916 19.81833
O -29.86721 -6.72631 19.87271
O -26.70043 -0.91072 16.41357
O -29.17191 4.85776 23.47982
O -26.78414 -3.18675 25.59275
O -29.95064 3.76323 15.02768
O -24.38889 6.37243 24.98984
O -21.25644 -1.33012 20.11933
O -21.70208 -4.20968 20.41700
O -27.79173 3.11302 26.24715
O -31.71473 2.24993 23.76092
O -30.44855 -8.77542 22.01879
O -27.84600 -0.51494 13.71687
O -28.52261 2.73464 17.37975
O -24.55315 0.14244 25.89440
O -22.40446 -1.06887 24.20227
O -28.79126 -0.44790 26.64369
O -30.98268 -0.23700 22.08904
O -23.09928 3.55684 24.90616
C -29.10524 -0.32832 13.15854
C -30.79753 -7.41988 22.12607
C -26.46121 -2.37352 21.60705
C -28.93450 4.80704 22.07682
C -22.71467 2.90751 23.67989
C -28.48165 -5.40734 16.29034
C -27.68636 -4.62023 17.29430
C -25.81438 5.76735 18.39426
C -22.55506 5.72903 20.52715
C -28.43795 2.16775 16.07683
C -26.40812 -4.93676 21.32769
C -26.75243 0.18432 21.62014
C -27.27688 -2.18205 26.43256
C -27.91110 -6.84028 16.05108
C -25.38679 1.26057 26.20279
C -27.64245 -1.73553 14.35422
C -32.23495 3.39455 23.17542
C -21.75410 -0.81356 25.45203
C -22.42522 4.81618 25.12740
C -23.55851 -7.31267 18.47496
C -26.00987 1.48999 21.30642
C -28.01735 -9.01786 14.62978
C -25.49111 4.90075 19.62092
C -23.23222 1.26600 19.21060
C -21.30463 6.60844 20.47085
C -23.13266 5.91722 24.40766
C -25.56741 -0.72360 17.21170
C -30.82776 2.87380 14.39983
C -32.53044 1.08529 23.43147
C -25.74975 -3.58840 20.96017
C -20.32916 2.10207 19.22480
C -23.85304 6.52990 20.71439
C -28.14810 1.91374 18.43828
C -23.00204 -8.73226 18.43395
C -26.05100 -4.21724 26.19884
C -27.99185 3.14645 27.67595
C -28.80728 3.95708 25.59490
C -23.41113 2.88904 17.47331
C -25.44579 5.44328 24.77757
C -22.47852 1.94924 20.32509
C -25.10276 -7.26821 18.42867
C -28.39978 -1.44104 25.72542
C -21.90135 -3.28114 21.45244
C -21.48463 -8.84712 18.52371
C -28.61494 3.69430 24.13929
C -22.35463 -1.97528 20.80117
C -29.99212 0.26748 26.39116
C -23.74977 -1.52914 24.36211
C -31.30070 -9.68132 22.68656
C -29.88460 -6.52023 21.28844
C -21.03554 -5.38397 20.79766
C -19.22450 -8.36404 17.61251
C -28.69805 -7.70546 15.04320
C -28.91056 -9.99439 13.85338
C -28.94612 -7.74805 19.59211
C -32.16293 0.56118 21.99155
C -30.60302 -0.77986 20.87315
C -25.87307 -1.01973 21.24120
C -25.08980 5.61920 20.87892
C -20.73438 -8.08064 17.48443
C -26.42841 -1.66724 15.23298
C -20.96224 -1.76428 18.76518
C -28.63671 3.29854 15.04401
C -24.74931 -0.40283 24.56928
H -21.65542 2.93881 23.49680
H -24.92066 -0.03807 16.65616
H -23.11515 1.91576 23.83978
H -27.28258 2.45797 28.11444
H -26.22469 -2.68697 15.57670
H -25.08854 1.54559 27.21243
H -26.47706 -2.55699 22.67849
H -23.21598 2.63494 20.76310
H -32.95172 -0.00503 21.50340
H -28.32425 3.02370 14.02416
H -28.53096 2.34864 19.38597
H -21.85973 -1.65519 18.15909
H -25.15399 2.06000 25.49190
H -29.05176 2.92393 27.87280
H -22.21146 0.04702 25.97829
H -27.03850 1.83418 18.53279
H -29.73494 -10.32294 14.47267
H -27.62059 -9.49702 15.52080
H -18.63844 -7.76225 16.91752
H -21.01620 -5.89402 19.84937
H -29.84030 -0.39377 13.98742
H -25.53123 -7.95701 19.16588
H -21.57360 -5.94378 21.58820
H -18.87528 -8.15971 18.64526
H -29.23882 1.39968 16.00424
H -30.40597 2.56202 13.40315
H -25.77598 -0.80142 24.51175
H -21.19765 -9.88863 18.37849
H -20.24230 -1.02031 18.48116
H -27.94610 4.19876 27.99084
H -32.21987 3.31228 22.06032
H -27.45256 1.67334 15.90869
H -23.92914 0.51924 19.64663
H -33.23979 3.62259 23.56129
H -29.98843 0.81698 25.41663
H -24.85679 -0.96184 21.66741
H -31.97538 1.42192 21.31017
H -23.80312 -2.18738 25.23158
H -25.74056 -4.90761 25.41367
H -29.50017 -5.51985 16.64200
H -30.87160 -10.68459 22.66159
H -26.66655 -4.46026 16.95646
H -21.87172 -1.69647 26.08513
H -23.38655 -9.20991 17.50985
H -25.54843 -6.29644 18.74351
H -20.73995 -0.55722 25.15141
H -24.95820 6.38171 18.08586
H -25.33332 5.04368 23.77760
H -31.79404 3.36185 14.24962
H -33.58035 1.36045 23.56552
H -27.48324 -2.44428 21.21152
H -29.20451 -2.13624 25.39290
H -25.52430 -7.49317 17.42705
H -31.35246 -1.45354 20.41744
H -31.60434 4.25207 23.48088
H -29.82272 3.74238 25.97524
H -23.44818 -9.30642 19.23336
H -27.52859 -2.50855 13.60277
H -22.46102 6.76375 24.41460
H -28.52155 0.86216 18.20409
H -22.64192 -1.29498 21.59478
H -21.23370 7.26780 21.36018
H -21.18633 -8.50878 19.51904
H -21.39467 4.65080 24.83949
H -24.71299 -3.58280 21.27992
H -23.19208 3.42469 22.85157
H -27.57695 3.58037 23.81257
H -27.84882 4.79011 21.89057
H -26.29166 4.18469 19.72841
H -24.69033 4.25771 19.27095
H -25.03215 -1.66795 17.43520
H -24.08187 3.68963 17.16784
H -30.30268 -5.50144 21.32237
H -20.15673 1.14934 19.74142
H -26.32576 6.00057 24.99235
H -30.78016 -0.49657 26.31678
H -23.12478 2.22085 16.64378
H -22.44965 3.23919 17.88197
H -28.88076 -6.48815 21.71921
H -29.17896 -8.13670 18.62666
H -28.00183 4.13892 15.40596
H -28.01747 -0.93081 24.80917
H -22.58463 -3.71745 22.17797
H -29.38969 5.66236 21.56308
H -30.34828 0.03211 20.12959
H -25.72642 -1.02164 20.16079
H -29.31761 -9.56805 12.92738
H -20.64556 -2.79336 18.75880
H -27.07750 -8.77742 14.09265
H -20.95151 -7.01379 17.60863
H -22.65748 5.10221 19.63607
H -20.00376 -5.22708 21.06254
H -24.77649 4.81712 21.56963
H -25.66127 -5.72710 21.23062
H -25.90380 6.21401 21.36149
H -25.82648 -3.50294 19.86283
H -25.59304 -1.23561 14.65954
H -24.72662 0.37224 23.80085
H -25.03215 1.45479 21.77265
H -20.94313 -3.05048 21.89449
H -22.59817 5.04421 26.16974
H -25.91576 -0.34852 18.16655
H -27.28903 -5.10092 20.67813
H -23.35051 5.74679 23.33519
H -23.11664 -2.13316 20.04422
H -29.69096 -7.88784 15.45740
H -25.85370 1.66828 20.23659
H -24.00222 7.23359 19.87077
H -28.55391 4.99962 25.84691
H -29.33362 -1.17006 12.49223
H -25.38764 4.62057 25.47867
H -28.85102 -7.10888 14.10925
H -28.99250 -8.57642 20.32312
H -27.90721 -7.39982 19.60855
H -26.72589 -4.91338 22.36647
H -19.45006 2.74713 19.36117
H -25.13699 -3.87383 26.71732
H -30.92267 1.95032 14.96092
H -28.30322 -10.86680 13.50694
H -24.04218 -2.06611 23.44356
H -27.65727 -5.11156 18.23057
H -22.57122 0.70626 18.53608
H -28.52866 -4.90542 15.28910
H -19.03488 -9.42563 17.43981
H -32.30567 -9.79517 22.20960
H -27.68628 0.09824 21.02520
H -26.57896 6.54794 18.53345
H -27.02480 0.18776 22.68228
H -26.43249 0.95974 26.14810
H -26.87499 -6.74464 15.64341
H -28.07863 -3.65103 17.50164
H -23.18594 -6.80438 17.59303
H -29.66953 -1.34242 21.00188
H -32.17783 0.28315 24.11598
H -20.52606 1.97096 18.18432
H -26.61164 -4.81252 26.96200
H -29.35553 3.89869 21.62568
H -22.50137 5.05834 21.39633
H -31.86753 -7.29583 21.82723
H -26.48222 2.37828 21.74422
H -27.71868 -2.64764 27.33855
H -23.23407 -6.81938 19.37170
H -21.12865 -8.32277 16.50577
H -28.49026 -2.05202 14.99363
H -23.65183 7.14757 21.56303
H -26.54176 -1.43867 26.74149
H -20.39391 6.00154 20.38897
H -22.10695 1.26951 21.10126
H -27.88064 -7.35517 17.00362
H -26.25778 5.21241 17.55683
H -29.26773 2.81976 23.89815
H -29.19324 0.60394 12.59235
H -21.39641 7.33528 19.66239
H -31.45164 -9.36446 23.71850
H -30.71840 -7.07305 23.14550
H -30.09069 0.98724 27.19115

10
Properties=species:S:1:pos:R:3 method="wB97M-V/def2-TZVPD" s2=0.7532 largest_force_ev_per_a=2.91 homo_lumo_gap_ev="5.30 / 7.11" multiplicity=2 charge=-1 lumo_ev="4.6 / 4.4" homo_ev="-0.723 / -2.673" e_tot_ha=-549.345487 relative_energy_ev=0.5182
S -1.69025 -1.54427 -0.39307
N 1.48156 -0.35235 -0.23975
N -0.38473 0.75467 0.80883
C 0.60580 0.72616 -0.08220
H 0.93025 1.56595 -0.73552
H 2.17559 -0.23755 -0.95551
H 1.26197 -1.30370 -0.01234
H -0.47618 1.51783 1.47984
H -2.87477 -0.97748 -0.77757
H -1.02924 -0.14926 0.90729

24
Properties=species:S:1:pos:R:3 method="wB97M-V/def2-TZVPD" smiles=OC[C@H]1O[C@](O)(CO)[C@@H](O)[C@@H]1O largest_force_ev_per_a=13.47 homo_lumo_gap_ev=9.69 multiplicity=1 lumo_ev=0.7 homo_ev=-9.026 e_tot_ha=-687.056452 relative_energy_ev=5.3366
O 0.22695 -0.84353 0.64371
O 2.63450 -1.94397 -0.01142
O -3.35134 -0.44337 -0.00056
O 0.85098 -0.76193 -1.37872
O 0.80778 1.64705 -1.44664
O -1.04086 2.22407 1.36199
C -0.79891 1.25539 0.25297
C 2.55629 -0.44567 0.20601
C -2.19965 -1.01901 -0.00685
C 0.56983 1.29579 -0.25008
C -1.09671 -0.19316 0.76542
C 0.98869 -0.31806 -0.17732
H 3.16791 0.00760 -0.67867
H 2.25310 -2.37256 0.78560
H 1.18216 1.97604 0.37558
H -1.51152 1.27868 -0.74875
H -1.71686 -1.26578 -0.98971
H -1.36644 -0.00421 1.67143
H -3.55501 -0.34454 0.97085
H 2.80654 -0.22998 1.29128
H -2.29348 -2.12150 0.41949
H 0.65255 1.07345 -2.26613
H 1.29838 -1.42132 -1.53371
H -1.06489 2.97054 0.74419

17
Properties=species:S:1:pos:R:3 method="wB97M-V/def2-TZVPD" smiles="N[C@H]1[C@H]2C=CCO[C@H]12" largest_force_ev_per_a=5.89 homo_lumo_gap_ev=9.70 multiplicity=1 lumo_ev=0.9 homo_ev=-8.833 e_tot_ha=-363.753741 relative_energy_ev=7.3607
O 0.24068 0.77867 1.46502
N -1.62102 1.25488 -1.88532
C -0.38118 -0.58779 -0.34166
C 0.90226 -1.42481 -0.64711
C 1.28919 -0.19553 1.61333
C -1.66784 0.49673 -0.63550
C 1.85870 -1.08687 0.30464
C -0.25721 0.68634 0.05235
H 0.14698 1.30531 -0.70382
H 2.28547 0.32478 2.06507
H 0.70739 -2.29654 -1.40759
H -2.01689 0.56784 -2.61702
H -2.51655 -0.15439 -0.10635
H -0.86893 -1.16112 0.61300
H 2.66486 -1.86285 0.64837
H 0.87417 -0.99348 2.52401
H -2.31828 1.92857 -1.61477

7
Properties=species:S:1:pos:R:3 method="wB97M-V/def2-TZVPD" largest_force_ev_per_a=3.09 homo_lumo_gap_ev=7.00 multiplicity=1 lumo_ev=-0.7 homo_ev=-7.750 e_tot_ha=-228.520401 relative_energy_ev=6.5030
O -2.05788 -0.47348 -0.00273
C -0.30062 0.94470 -0.01684
C -1.08537 2.00423 0.00127
C -3.19198 -0.23644 0.01347
C -0.76587 -0.40878 -0.04276
H 0.76295 1.14488 -0.01079
H -0.18485 -1.30838 0.01473